No. 1
Density functional theory data (ωB97M-V/def2-TZVPD) for C31H47N8O2PdS as an isolated structure.

## Properties
spin multiplicity	5
highest occupied orbital energy (alpha / beta)	-14.64 / -15.59	eV
LUMO energy (alpha / beta)	-8.376 / -11.257	eV
gap between HOMO and LUMO (alpha / beta)	6.26 / 4.33	eV
largest force on an atom	0.71	eV/A
charge	+3

The geometry in XYZ format:
```
90
Properties=species:S:1:pos:R:3:forces:R:3
Pd -2.07404 -0.09226 0.49166 0.059 0.093 0.213
S -1.10631 0.13608 2.76540 -0.620 -0.150 -0.199
O -1.20281 1.78480 -0.18053 -0.058 -0.092 -0.121
O 0.72338 -2.51770 -8.39641 -0.112 0.002 0.048
N 3.27740 0.55449 -4.70883 0.604 -0.004 0.297
N -0.15296 -0.65239 -0.54756 -0.071 -0.131 -0.095
N 2.84007 1.28120 -3.84104 0.181 0.218 -0.285
N -3.91553 1.12250 -0.23247 0.110 0.070 0.122
N -3.88800 -0.74657 1.70202 0.149 0.088 0.368
N -3.18985 -1.54070 -0.87258 0.088 0.045 -0.242
N 0.52225 0.84622 4.65759 -0.253 -0.164 -0.126
N 1.51405 0.26748 2.57824 -0.042 -0.083 -0.016
C -3.73929 -0.67366 -1.93825 -0.147 0.168 0.018
C -4.85333 -1.60452 0.98815 0.145 -0.153 -0.305
C -4.57994 0.47431 -1.37973 0.086 -0.314 -0.198
C 1.62749 1.06240 5.59871 0.432 -0.148 0.212
C -4.45852 0.54185 2.14449 -0.151 0.124 -0.143
C 1.38662 -3.52815 -9.17221 0.191 -0.151 -0.174
C 2.32778 3.56092 2.85978 0.073 -0.070 0.067
C 1.35967 0.19280 -2.23941 -0.097 0.086 0.126
C 3.63791 2.78139 2.95080 -0.079 0.036 -0.150
C 0.50011 0.44815 3.40181 0.406 0.222 -0.012
C 0.16301 -0.26426 7.94399 0.022 -0.051 -0.131
C -4.16205 -2.37735 -0.13593 -0.089 0.122 0.256
C 0.35329 -1.86393 -0.70607 -0.037 0.047 0.085
C 0.35251 2.78440 -1.66229 -0.224 -0.012 0.265
C -0.23163 1.67777 -1.01475 0.275 0.105 -0.146
C 1.21965 -0.08641 -5.84581 0.157 0.035 0.009
C 0.33653 0.37845 -1.28435 0.142 0.019 -0.173
C 2.97267 0.27507 2.77430 0.324 0.213 -0.074
C 0.63029 -0.85146 -6.80161 -0.123 -0.076 0.013
C 1.37532 -2.13203 -1.62094 0.119 0.063 -0.096
C 2.62250 -0.18317 -5.63381 -0.612 -0.139 -0.334
C -4.77301 1.44042 0.92914 -0.076 -0.125 0.151
C 2.80019 -1.81457 -7.40156 0.028 -0.171 -0.150
C 2.09193 -0.24252 6.25664 -0.246 -0.023 -0.095
C 1.84709 1.35365 -2.94429 -0.392 -0.063 0.328
C 1.37312 2.62673 -2.56634 0.082 -0.123 -0.220
C 1.40090 -1.77246 -7.56031 0.181 0.204 0.080
C 3.39928 -1.01761 -6.46483 0.027 0.129 0.188
C 3.66935 1.48526 2.13892 -0.074 0.024 0.170
C 1.87198 -1.10589 -2.38994 0.030 -0.100 0.027
C 0.95753 -1.04345 6.89805 0.038 0.063 0.128
H 1.23269 0.06676 1.62920 -0.075 -0.006 -0.006
H -0.45039 0.52802 7.50251 0.020 0.028 0.042
H 4.70934 1.19119 1.98884 -0.013 -0.047 -0.035
H 1.39953 -1.91937 7.37404 -0.012 -0.031 -0.060
H -3.51572 -1.24351 2.50478 -0.153 -0.017 0.103
H -5.55955 0.10799 -1.08287 -0.005 0.061 0.063
H 3.40582 -2.45353 -8.02816 -0.025 0.010 0.031
H 2.67622 -1.29475 -3.08948 -0.022 -0.034 0.019
H -0.51420 -0.92813 8.47812 -0.008 0.032 0.027
H 2.44936 1.56396 5.09577 -0.111 0.105 -0.015
H 2.01990 -4.15060 -8.53977 -0.084 0.005 0.036
H 3.89067 2.57019 3.99341 0.048 -0.015 -0.008
H -0.02422 3.77000 -1.42252 0.011 0.000 -0.032
H -4.75289 1.18613 -2.18806 -0.018 0.070 0.057
H -4.91412 -2.79427 -0.81105 0.029 -0.029 -0.013
H 3.20841 0.19932 3.83084 -0.047 -0.057 -0.050
H 0.64083 0.62820 -5.27382 -0.040 -0.026 -0.029
H -0.04563 -2.64698 -0.07142 -0.028 -0.020 -0.047
H -5.82160 1.34434 0.64660 0.014 0.024 -0.042
H 4.44232 3.41983 2.58321 0.005 0.013 0.041
H 0.28548 -1.42506 6.12130 0.014 -0.046 0.014
H -4.61817 2.47530 1.22811 -0.028 0.027 -0.065
H -3.60511 -3.20782 0.29888 0.025 -0.016 -0.053
H 1.45830 2.95886 3.13787 0.003 0.049 0.034
H 1.77398 -3.13278 -1.70856 -0.032 -0.012 0.023
H -2.53807 -2.17378 -1.32370 0.100 0.038 0.048
H 3.24015 1.66053 1.14634 0.067 -0.022 -0.063
H -5.36481 0.39622 2.73853 0.042 -0.020 0.029
H 2.35558 4.42737 3.51937 -0.051 0.014 -0.024
H -5.64779 -0.97762 0.59584 -0.015 0.024 0.034
H 4.47433 -1.02042 -6.33763 -0.007 -0.001 0.005
H 0.83036 0.19516 8.67401 -0.037 0.017 0.032
H 1.98363 -3.07694 -9.96455 -0.036 0.080 0.038
H 2.82854 0.02918 7.01498 0.032 0.022 -0.017
H 3.34014 -0.63061 2.29055 -0.072 -0.065 0.071
H -2.88539 -0.26226 -2.48054 0.020 -0.049 -0.004
H -3.42148 1.95107 -0.54218 0.043 0.046 0.034
H -0.42706 -0.78495 -7.02017 0.005 -0.007 0.033
H -4.34106 -1.25135 -2.64615 0.007 0.001 0.003
H -3.71937 1.03207 2.77586 -0.001 -0.035 0.057
H 2.60015 -0.87446 5.52282 0.054 0.033 0.015
H 0.59625 -4.12775 -9.60870 -0.015 0.025 0.008
H 1.24397 1.73916 6.35944 -0.040 0.063 -0.074
H 1.80491 3.49348 -3.05051 0.021 -0.016 0.000
H -5.32636 -2.31213 1.67031 0.005 0.027 0.032
H -0.39267 0.86499 5.08702 -0.007 -0.056 0.035
H 2.16815 3.92449 1.84343 -0.028 -0.018 -0.013
```
Positions in Å, forces in eV/Å.

No. 2
Density functional theory data (ωB97M-V/def2-TZVPD) for a 7-piece molecular cluster, C14H24Cl12O4 overall in a non-equilibrium geometry.

## Properties
highest occupied orbital energy	-7.22	eV
LUMO energy	-0.430	eV
structure (SMILES)	C=CC[C@H](CCOC=O)OC=O.ClCCl.ClCCl.ClCCl.ClCCl.ClCCl.ClCCl
gap between HOMO and LUMO	6.79	eV
largest force on an atom	4.86	eV/A

The geometry in XYZ format:
```
54
Properties=species:S:1:pos:R:3:forces:R:3
Cl -1.29887 5.36618 -3.88249 -0.022 0.059 0.057
Cl 2.00750 1.23436 -1.98743 0.171 -0.035 -0.109
Cl 4.57175 -4.81378 1.02139 -0.050 -0.393 -0.066
Cl 3.70469 -3.97538 -1.63831 0.040 -0.052 -0.104
Cl 3.88545 0.86691 1.59235 0.492 0.140 0.171
Cl -6.25335 0.87052 -2.76996 0.006 0.064 -0.039
Cl -4.10970 -1.03846 -3.28984 -0.448 -0.140 -0.962
Cl 3.43567 3.34777 -0.57468 -0.007 0.230 -0.105
Cl 5.03472 -1.83523 1.42313 0.089 0.398 0.102
Cl 0.24305 -1.82686 7.08747 -0.054 -0.034 0.054
Cl 0.23156 -0.73769 4.38045 -0.055 0.006 -0.125
Cl 1.56797 5.55670 -3.37546 -0.055 0.534 -0.171
O -0.75482 1.05698 -0.76667 0.584 0.495 2.598
O -0.93672 3.00939 0.51147 2.170 -4.113 -1.421
O -3.88935 -1.59668 1.19460 2.014 0.931 1.671
O -3.28320 -0.89645 3.37950 0.455 -1.880 -3.801
C -2.83613 -0.25044 -0.68304 -0.318 -0.518 0.820
C -0.75881 -1.34915 5.71117 -0.299 -0.002 0.002
C -3.05848 -1.54898 2.34345 -0.457 0.887 2.316
C -3.92829 -0.32799 0.48335 -1.156 1.489 -1.483
C 4.25378 -5.32546 -0.64133 0.053 -0.275 -0.047
C -0.03953 6.12061 -2.89897 -0.200 0.166 0.224
C -1.31651 -0.17463 -0.17451 -0.411 -1.142 -0.992
C -0.31540 1.94621 0.24386 -1.890 3.444 0.580
C -4.92791 0.42499 -3.85100 0.031 0.141 -0.252
C 5.27991 -0.16550 1.95364 0.244 -0.063 0.153
C 0.94774 -1.63044 -0.29065 -0.211 -0.084 0.584
C 2.76012 2.82762 -2.12310 -0.030 0.018 -0.260
C 1.48153 -1.20116 0.98148 -0.759 -0.335 -0.434
C -0.56265 -1.47391 -0.77501 0.984 2.793 -0.823
H -2.98645 -1.19283 -1.33777 0.535 1.684 1.560
H -3.92443 0.59399 1.17948 0.324 -1.655 -0.830
H -1.22734 -2.37579 -0.52745 1.423 0.992 -0.073
H 0.65507 1.78099 0.83397 -1.247 -0.579 -1.127
H 2.00811 3.55002 -2.44171 0.252 -0.491 0.310
H 3.56140 2.77813 -2.85925 -0.053 -0.046 0.186
H -0.56749 -1.34306 -1.91793 -0.250 -0.273 1.513
H -1.32034 -2.21502 5.36502 0.173 0.119 0.031
H 5.44510 -0.16072 3.02987 -0.134 -0.032 -0.162
H -4.20813 1.24171 -3.88366 -0.080 -0.144 0.136
H -1.19190 -0.14104 0.95879 -0.275 -0.038 -1.361
H -4.95879 -0.28780 -0.03870 1.586 -0.242 0.877
H -1.44611 -0.56689 6.02822 0.192 -0.072 -0.070
H -0.08803 7.20035 -3.02947 0.059 -0.197 -0.107
H 1.84507 -0.13795 1.21587 -2.520 -1.253 0.170
H -5.32873 0.24634 -4.84735 -0.006 -0.051 0.211
H -2.12201 -2.22427 2.31877 -1.480 0.710 -0.400
H 6.15443 0.23535 1.44360 -0.229 -0.021 -0.024
H 1.66076 -2.17335 -1.01482 -1.708 -0.925 1.782
H -0.20754 5.86687 -1.85328 0.052 -0.104 -0.190
H 3.48452 -6.09589 -0.63345 0.045 0.212 0.053
H -3.09098 0.64875 -1.35303 0.573 -1.260 1.189
H 5.17206 -5.72564 -1.06795 -0.098 0.172 0.089
H 1.54608 -1.96234 1.84740 1.956 0.765 -1.903
```
Positions in Å, forces in eV/Å.